No. 1
Here is a molecular structure, C22H27AuNO3P2 in a non-equilibrium geometry from OMol25. Energies are from wB97M-V/def2-TZVPD.

* E: -1953.12799 Eh
* LUMO level (alpha / beta): -0.1571 / -0.1862 Ha
* spin multiplicity: 3
* ΔE to the lowest compared entry with this formula, charge and spin: 0.239 eV
* total charge: +1
* orbital gap (alpha / beta): 3.95 / 5.93 eV

Cartesian coordinates (Å):
1 C 1.64451 2.41100 -2.61866
2 C 0.74261 2.02783 -1.63402
3 C -0.43292 1.31438 -2.04035
4 C -0.55256 0.76267 -3.36476
5 C 0.39657 1.18636 -4.33221
6 C 1.44033 2.02261 -3.96129
7 C -1.56301 -0.18816 -3.57000
8 C -2.30548 -0.68228 -2.48686
9 C -2.16657 0.00768 -1.22847
10 C -2.71215 -0.51945 -0.01559
11 C -3.42648 -1.70809 -0.08182
12 C -3.65265 -2.34215 -1.32552
13 C -3.11787 -1.84649 -2.50726
14 H 2.49277 3.04774 -2.35535
15 H 0.28284 0.81867 -5.35521
16 H 2.15011 2.35935 -4.71631
17 H -1.71238 -0.61206 -4.56585
18 H -3.84865 -2.12850 0.83390
19 H -4.24044 -3.26112 -1.34487
20 H -3.26591 -2.35912 -3.46393
21 N -1.43321 1.12796 -1.16582
22 Au 1.94042 -0.55192 2.24162
23 C 0.88180 2.36094 -0.15066
24 H -0.08521 2.11044 0.30814
25 H 1.05857 3.44448 -0.02162
26 C -2.42544 0.24813 1.26168
27 H -2.26097 1.29768 0.97699
28 H -3.26144 0.16562 1.97415
29 P 2.12472 1.48023 0.91401
30 P -0.84989 -0.20016 2.16746
31 C -1.32367 -1.83282 2.82186
32 H -0.54527 -2.20312 3.50007
33 H -2.28454 -1.76531 3.35250
34 H -1.41446 -2.53286 1.97984
35 C -1.07740 0.84712 3.64847
36 H -2.08748 0.70380 4.06050
37 H -0.32258 0.59489 4.40287
38 H -0.94574 1.90029 3.36051
39 C 3.63278 1.46711 -0.06459
40 H 3.88294 2.48447 -0.39110
41 H 4.44909 1.05820 0.54273
42 H 3.48049 0.82532 -0.94036
43 C 2.39986 2.71816 2.22585
44 H 3.11816 2.29821 2.94423
45 H 2.80028 3.64271 1.78337
46 H 1.45064 2.92946 2.74363
47 C 2.15234 -1.15628 4.06057
48 O 2.31443 -1.38626 5.17790
49 H 1.37374 -1.14748 0.43624
50 C 1.21247 -3.56382 -0.22477
51 C 0.74625 -2.38104 -1.02870
52 O 0.19716 -2.49022 -2.11115
53 O 0.99264 -1.13864 -0.51850
54 H 2.30397 -3.57920 -0.08062
55 H 0.93225 -4.44555 -0.80827
56 H 0.71964 -3.64142 0.75542

---

No. 2
Here is a molecular structure, C22H27Br2IrN4O2 in a non-equilibrium geometry from OMol25. Energies are from wB97M-V/def2-TZVPD.

* E: -6475.88490 Eh
* LUMO level: -0.2504 Ha
* ΔE to the lowest compared entry with this formula, charge and spin: 2.734 eV
* total charge: +2
* orbital gap: 6.24 eV

Cartesian coordinates (Å):
1 Ir -1.11458 0.50397 0.27984
2 N -2.71267 0.53275 1.79061
3 C -3.95156 1.18001 1.31769
4 C -4.19164 0.71124 -0.08883
5 N -3.00883 0.98110 -0.91377
6 C -2.96265 2.31150 -1.54493
7 C -2.23891 3.30559 -0.65759
8 N -0.93200 2.72025 -0.32813
9 H -2.90129 -0.44873 1.98537
10 H -2.40475 0.96201 2.65830
11 H -3.81696 2.25698 1.36595
12 H -4.81348 0.92982 1.93747
13 H -5.08829 1.18108 -0.49741
14 H -4.35430 -0.36818 -0.08540
15 H -2.96408 0.27215 -1.64236
16 H -3.96297 2.68576 -1.77254
17 H -2.42440 2.21267 -2.48932
18 H -2.77542 3.49577 0.26764
19 H -2.15424 4.25664 -1.18609
20 H -0.43313 3.30179 0.33980
21 H -0.36904 2.68149 -1.17283
22 C 0.26843 0.24589 3.38561
23 C 0.22164 -1.08482 2.69627
24 C 0.73724 -2.23362 3.32771
25 C 0.77385 -3.43118 2.66880
26 C 0.30615 -3.51825 1.34078
27 C 0.38242 -4.66297 0.51671
28 Br 1.11365 -6.26960 1.17321
29 C -0.05351 -4.59967 -0.77805
30 C -0.62397 -3.42304 -1.28475
31 Br -1.20890 -3.32612 -3.06913
32 C -0.76663 -2.29635 -0.50490
33 O -1.32875 -1.17867 -0.93155
34 C -0.25006 -2.34972 0.79044
35 N -0.29000 -1.16785 1.47332
36 H 1.22446 0.38057 3.88903
37 H -0.50827 0.31884 4.15155
38 H 0.13154 1.04347 2.65681
39 H 1.11673 -2.14455 4.33606
40 H 1.18010 -4.30928 3.15238
41 H 0.04147 -5.46375 -1.42115
42 C 0.96162 0.92475 -2.83401
43 C 1.59855 0.74856 -1.49097
44 O 0.89376 0.66206 -0.46837
45 C 3.05006 0.72601 -1.36215
46 C 3.88831 0.93209 -2.46322
47 C 5.25814 0.98528 -2.28764
48 C 5.80394 0.83301 -1.01958
49 C 4.98121 0.59712 0.07819
50 C 3.61338 0.54472 -0.09072
51 H -0.11858 0.80562 -2.75724
52 H 1.34717 0.19478 -3.54488
53 H 1.20256 1.91632 -3.22527
54 H 3.47752 1.06154 -3.45542
55 H 5.90410 1.14503 -3.13964
56 H 6.87525 0.89924 -0.88439
57 H 5.41182 0.45721 1.06006
58 H 2.95880 0.37169 0.75265

---

No. 3
Here is C22H27BrN4O4 in the gas phase in a non-equilibrium geometry from OMol25. Energies are from wB97M-V/def2-TZVPD.

* structure (SMILES): CCC(CC)Nc1ccc([C@H](CC(N)=O)NC(=O)Cc2ccc(Br)cc2)cc1[N+](=O)[O-]
* E: -3948.52203 Eh
* LUMO level: -0.0107 Ha
* ΔE to the lowest compared entry with this formula, charge and spin: 2.029 eV
* orbital gap: 7.73 eV

Cartesian coordinates (Å):
1 C -7.02676 -1.47716 -1.00488
2 C -5.51050 -1.62689 -0.99521
3 C -4.82625 -0.79096 0.09780
4 C -5.05680 -1.37128 1.50042
5 C -4.49573 -0.47434 2.59733
6 N -3.40981 -0.76764 -0.18425
7 C -2.56232 0.26948 -0.20517
8 C -2.96537 1.59569 0.07149
9 C -2.08556 2.64358 0.05136
10 C -0.72966 2.45336 -0.24150
11 C 0.25365 3.60130 -0.18560
12 C 0.71040 4.02882 -1.59494
13 C 1.57194 2.94497 -2.21892
14 N 1.01566 2.26029 -3.23495
15 O 2.69530 2.70956 -1.81609
16 N 1.41488 3.23267 0.60107
17 C 1.27662 2.76393 1.85989
18 O 0.24605 2.84319 2.49371
19 C 2.53951 2.08429 2.38136
20 C 2.59469 0.72992 1.72863
21 C 3.40865 0.49359 0.62662
22 C 3.43282 -0.74864 0.01831
23 C 2.62934 -1.76040 0.51265
24 Br 2.70029 -3.48382 -0.28169
25 C 1.78907 -1.54004 1.59123
26 C 1.77364 -0.29397 2.18989
27 C -0.30622 1.17910 -0.52698
28 C -1.18963 0.09384 -0.53752
29 N -0.63842 -1.15143 -0.90288
30 O 0.48115 -1.16420 -1.38814
31 O -1.29665 -2.17820 -0.74010
32 H -7.30836 -0.43232 -1.11704
33 H -7.46767 -1.85617 -0.08705
34 H -7.44914 -2.03538 -1.83646
35 H -5.11856 -1.30470 -1.96290
36 H -5.24386 -2.67705 -0.86171
37 H -5.22412 0.22626 0.05721
38 H -6.12697 -1.50515 1.65800
39 H -4.58211 -2.35346 1.55196
40 H -4.64973 -0.93218 3.57103
41 H -3.42894 -0.31285 2.46200
42 H -4.99153 0.49396 2.59497
43 H -2.98287 -1.67958 -0.33519
44 H -3.99247 1.78526 0.33418
45 H -2.43803 3.63514 0.29264
46 H -0.23869 4.45143 0.30479
47 H 1.31998 4.92904 -1.50124
48 H -0.16260 4.24751 -2.20874
49 H 0.05665 2.38486 -3.50465
50 H 1.51894 1.47233 -3.61229
51 H 2.25181 3.01104 0.07228
52 H 2.45789 1.98745 3.46379
53 H 3.41888 2.67524 2.12699
54 H 4.03612 1.27991 0.23347
55 H 4.06924 -0.92714 -0.83406
56 H 1.15477 -2.33383 1.95649
57 H 1.11604 -0.10944 3.02656
58 H 0.73326 0.96849 -0.72990

---

No. 4
Here is 2 unconnected molecules or ions with the total composition C22H27BrNOS in a non-equilibrium geometry from OMol25. Energies are from wB97M-V/def2-TZVPD.

* E: -3956.42373 Eh
* LUMO level: -0.1330 Ha
* ΔE to the lowest compared entry with this formula, charge and spin: 0.000 eV
* total charge: +1
* orbital gap: 7.19 eV

Cartesian coordinates (Å):
1 C -1.97622 3.28500 0.81375
2 S -1.62623 2.17487 -0.59355
3 C -2.11546 3.24120 -1.98814
4 C 0.06794 2.24543 -0.36129
5 C 1.05223 1.39207 -0.91688
6 C 2.47520 1.84506 -0.73928
7 C 2.83800 3.19184 -0.53345
8 C 4.18163 3.57748 -0.48957
9 C 5.19051 2.61980 -0.66689
10 Br 6.99139 3.18832 -0.79407
11 C 4.84460 1.26159 -0.78380
12 C 3.49410 0.88630 -0.83057
13 O 0.79769 0.30884 -1.49047
14 H -3.05327 3.23819 1.00120
15 H -1.41137 2.89445 1.67066
16 H -1.65018 4.29698 0.54278
17 H -3.20856 3.15549 -2.05799
18 H -1.82025 4.27728 -1.79241
19 H -1.65582 2.84475 -2.90125
20 H 0.37045 3.11242 0.21953
21 H 2.07614 3.96317 -0.42909
22 H 4.44185 4.62148 -0.35534
23 H 5.62377 0.50809 -0.85548
24 H 3.21270 -0.15886 -0.96882
25 C 1.00637 -3.41055 2.75851
26 C 0.60722 -2.01080 3.21617
27 C 0.52744 -0.97961 2.09787
28 N -0.21500 -1.47562 0.94121
29 C -1.05321 -0.67487 0.31364
30 C -2.06338 -1.21647 -0.57469
31 C -2.85887 -2.32474 -0.15180
32 C -3.78542 -2.88768 -1.01654
33 C -4.01426 -2.31642 -2.27336
34 C -3.30941 -1.17733 -2.67206
35 C -2.30052 -0.66364 -1.86236
36 C 0.17139 -2.81219 0.43169
37 C 0.18327 -3.84924 1.55150
38 H 2.07586 -3.42559 2.49505
39 H 0.84686 -4.12102 3.58078
40 H -0.34994 -2.04037 3.75383
41 H 1.34618 -1.63854 3.92241
42 H 0.01014 -0.07982 2.44832
43 H 1.52898 -0.70437 1.73821
44 H -0.99482 0.38367 0.59156
45 H -2.72352 -2.73280 0.85559
46 H -4.32765 -3.77777 -0.70735
47 H -4.75657 -2.75338 -2.93488
48 H -3.51438 -0.68724 -3.62235
49 H -1.62326 0.12642 -2.20233
50 H -0.48993 -3.14091 -0.38228
51 H 1.19081 -2.72028 0.01653
52 H 0.59193 -4.77665 1.14596
53 H -0.84717 -4.08343 1.84161